Entry 1:
Entry from OMol25: C44H121N11O11 as an isolated structure in a non-equilibrium geometry (the ωB97M-V functional and the def2-TZVPD basis).

Last column: Mulliken charge in e.
Geometry (Å):
C: -0.951 -4.913 5.105  -1.787
C: -1.628 -3.650 4.483  0.710
C: -1.352 -2.373 5.289  0.403
O: -2.264 -1.370 4.933  -0.313
C: -2.001 -0.178 5.665  -0.419
N: -1.310 -3.593 3.083  1.430
H: -1.613 -5.309 5.885  0.522
H: 0.010 -4.815 5.614  0.301
H: -0.921 -5.705 4.361  0.333
H: -2.689 -3.899 4.569  0.296
H: -0.317 -2.032 5.133  -0.681
H: -1.356 -2.693 6.341  0.561
H: -1.047 0.228 5.306  0.006
H: -1.915 -0.391 6.732  0.384
H: -2.772 0.551 5.429  0.035
H: -0.408 -3.165 2.915  -1.313
H: -2.021 -3.230 2.456  -0.903
C: -1.519 -1.510 -5.492  -1.260
C: -2.222 -2.295 -4.405  1.231
C: -3.254 -1.442 -3.662  -1.183
O: -2.655 -0.352 -2.988  0.381
C: -3.533 0.714 -2.736  -0.792
N: -2.983 -3.378 -5.086  -0.768
H: -0.881 -0.721 -5.074  -0.023
H: -2.235 -1.075 -6.184  0.338
H: -0.708 -2.109 -5.918  0.520
H: -1.512 -2.747 -3.705  -0.129
H: -3.788 -2.076 -2.945  0.101
H: -3.985 -1.100 -4.401  0.507
H: -4.357 0.499 -2.049  0.350
H: -4.010 1.057 -3.663  0.334
H: -2.934 1.552 -2.382  -0.080
H: -3.127 -4.086 -4.367  0.266
H: -2.345 -3.811 -5.747  0.318
C: 1.459 0.616 -0.427  1.329
C: 0.252 -0.097 -1.033  0.325
C: -0.940 0.136 -0.107  0.204
O: -0.918 -0.548 1.140  0.787
C: -1.927 -0.049 1.999  -0.199
N: 0.118 0.393 -2.388  0.292
H: 2.258 0.840 -1.142  -2.375
H: 1.993 0.110 0.378  -0.345
H: 1.164 1.614 -0.085  0.292
H: 0.400 -1.181 -1.056  -0.316
H: -1.793 -0.326 -0.634  -0.043
H: -1.210 1.192 0.015  0.129
H: -2.870 -0.470 1.631  -0.001
H: -1.997 1.018 2.220  0.540
H: -1.773 -0.509 2.979  -0.684
H: -0.683 0.054 -2.920  -0.174
H: 0.077 1.407 -2.418  -0.028
C: -0.066 2.119 -5.506  -1.030
C: 0.961 3.129 -6.007  0.481
C: 0.297 4.201 -6.879  -0.938
O: 1.122 5.129 -7.567  -0.404
C: 1.599 6.229 -6.806  -0.426
N: 1.630 3.694 -4.816  0.244
H: -0.897 2.640 -5.020  0.265
H: 0.374 1.438 -4.778  -0.062
H: -0.496 1.539 -6.326  0.476
H: 1.635 2.560 -6.662  0.254
H: -0.445 4.716 -6.252  0.291
H: -0.293 3.714 -7.657  0.364
H: 2.303 5.886 -6.051  0.181
H: 0.743 6.790 -6.428  0.209
H: 2.226 6.846 -7.451  0.283
H: 2.166 2.912 -4.393  -0.148
H: 2.403 4.248 -5.174  0.304
C: -0.572 7.158 -3.391  -1.156
C: 0.403 6.622 -2.337  0.211
C: -0.056 5.344 -1.643  -0.295
O: -1.372 5.413 -1.121  -0.479
C: -1.631 4.137 -0.550  -0.158
N: 1.740 6.362 -2.842  -0.690
H: -1.516 7.467 -2.935  0.373
H: -0.927 6.321 -4.015  0.112
H: -0.163 7.897 -4.076  0.374
H: 0.360 7.458 -1.625  0.300
H: 0.688 5.055 -0.898  0.276
H: -0.062 4.599 -2.453  0.103
H: -2.140 3.529 -1.307  0.281
H: -2.396 4.290 0.212  -0.087
H: -0.747 3.634 -0.163  0.199
H: 1.987 7.176 -3.386  0.299
H: 1.733 5.491 -3.361  0.280
C: -2.583 -3.120 -0.442  0.184
C: -3.038 -4.446 0.262  1.663
C: -4.151 -4.134 1.264  -2.103
O: -3.858 -2.985 2.052  0.398
C: -5.023 -2.522 2.707  -0.977
N: -3.536 -5.404 -0.740  -0.744
H: -2.457 -2.371 0.345  -0.799
H: -3.356 -2.806 -1.145  -0.026
H: -1.605 -3.119 -0.927  0.664
H: -2.155 -4.824 0.778  0.198
H: -4.341 -4.966 1.946  0.532
H: -5.080 -3.976 0.700  0.664
H: -5.739 -2.219 1.936  0.372
H: -4.767 -1.657 3.312  -0.028
H: -5.486 -3.260 3.371  0.387
H: -4.484 -5.095 -0.927  0.492
H: -2.962 -5.306 -1.565  0.312
C: 2.983 1.387 2.995  -0.751
C: 2.468 1.626 4.411  1.064
C: 3.152 0.659 5.384  -0.907
O: 2.878 -0.669 5.006  -0.425
C: 1.512 -1.010 5.155  -0.712
N: 2.686 3.040 4.681  -0.665
H: 2.376 1.913 2.265  0.165
H: 2.927 0.324 2.737  -0.116
H: 4.032 1.689 3.046  0.392
H: 1.399 1.393 4.378  -0.289
H: 2.902 0.910 6.422  0.339
H: 4.235 0.806 5.311  0.455
H: 0.988 -0.623 6.033  0.487
H: 1.544 -2.068 5.455  0.191
H: 0.973 -1.008 4.207  -0.094
H: 3.651 3.181 4.966  0.249
H: 2.130 3.499 5.391  0.245
C: 4.273 2.612 -1.631  -0.563
C: 4.671 2.074 -3.017  0.028
C: 5.608 0.873 -2.872  -0.034
O: 5.922 0.336 -4.127  -0.421
C: 6.046 -1.065 -4.084  -0.670
N: 3.432 1.623 -3.679  -0.261
H: 3.755 3.553 -1.832  0.278
H: 5.088 2.876 -0.959  0.399
H: 3.562 1.924 -1.172  0.144
H: 5.140 2.911 -3.533  0.418
H: 5.093 0.137 -2.238  -0.383
H: 6.509 1.156 -2.308  0.437
H: 6.718 -1.393 -3.285  0.238
H: 6.395 -1.542 -4.997  0.321
H: 5.105 -1.574 -3.838  0.242
H: 2.940 0.977 -3.064  -0.236
H: 3.722 1.030 -4.456  0.263
C: 4.493 -1.180 0.069  0.816
C: 5.813 -1.754 0.568  0.460
C: 5.680 -3.150 1.202  -0.699
O: 6.889 -3.671 1.664  -0.441
C: 7.094 -3.378 3.042  -0.645
N: 6.735 -1.850 -0.559  -0.550
H: 3.858 -0.891 0.907  -0.678
H: 3.961 -1.907 -0.552  0.367
H: 4.688 -0.344 -0.604  -0.623
H: 6.311 -1.046 1.246  0.122
H: 5.270 -3.832 0.450  0.464
H: 4.883 -3.085 1.953  0.272
H: 8.088 -3.672 3.388  0.284
H: 6.378 -3.893 3.681  0.282
H: 7.152 -2.285 3.103  0.258
H: 7.499 -2.507 -0.514  0.214
H: 7.119 -0.956 -0.827  0.180
C: -0.790 -6.151 1.187  -1.601
C: -0.752 -5.075 0.103  0.451
C: -0.262 -3.761 0.743  2.096
O: 1.076 -3.893 1.159  -0.690
C: 1.569 -2.743 1.782  1.179
N: 0.075 -5.567 -0.983  -0.660
H: -1.300 -7.047 0.820  0.369
H: -1.418 -5.892 2.044  0.029
H: 0.211 -6.438 1.503  0.251
H: -1.784 -4.882 -0.202  -1.109
H: -0.886 -3.605 1.636  0.471
H: -0.480 -2.874 0.133  -1.235
H: 2.567 -2.899 2.189  -0.199
H: 0.970 -2.506 2.672  -1.049
H: 1.559 -1.843 1.159  0.243
H: 0.109 -4.856 -1.709  0.245
H: 1.032 -5.654 -0.654  0.407
C: -5.674 0.825 2.736  -0.988
C: -5.619 2.320 2.440  0.304
C: -5.599 3.105 3.739  -0.654
O: -6.928 3.192 4.174  -0.316
C: -7.183 4.016 5.278  -0.775
N: -4.376 2.547 1.693  -0.250
H: -5.515 0.380 1.749  0.310
H: -6.605 0.550 3.223  0.464
H: -4.800 0.569 3.332  -0.068
H: -6.470 2.770 1.919  0.289
H: -5.076 4.074 3.674  0.461
H: -5.003 2.615 4.528  0.181
H: -6.906 5.057 5.076  0.296
H: -6.617 3.700 6.161  0.301
H: -8.243 4.006 5.517  0.253
H: -4.356 3.523 1.423  0.218
H: -4.224 1.967 0.880  -0.023

Properties
HOMO	-8.4	eV
LUMO level	0.016	hartree
energy relative to the best compared isomer or geometry (same formula, charge and spin)	187.91	kcal/mol
net charge	0

=====

Entry 2:
Entry from OMol25: C44H24BCl4F2MnN4 as an isolated structure in a non-equilibrium geometry (the ωB97M-V functional and the def2-TZVPD basis).

Last column: Mulliken charge in e.
Geometry (Å):
Mn: 0.218 -0.029 0.108  -0.259
Cl: -5.859 3.221 6.303  -0.185
C: -4.681 2.849 5.154  0.315
C: -3.532 3.696 5.033  -0.898
C: -2.417 3.331 4.264  -0.253
C: -2.422 2.165 3.475  -0.257
C: -3.572 1.367 3.537  -0.087
C: -4.671 1.678 4.366  -0.904
C: -1.272 1.654 2.658  1.678
C: -0.860 0.361 2.833  -0.309
C: -1.027 -0.461 4.022  -1.371
C: -0.429 -1.632 3.816  -1.126
C: 0.118 -1.700 2.507  -0.116
C: 0.858 -2.770 1.907  0.661
C: 1.814 -3.580 2.675  0.823
C: 2.232 -3.169 3.911  -0.383
C: 3.172 -3.922 4.670  -1.194
C: 3.552 -5.117 4.207  0.586
Cl: 4.482 -6.054 5.210  -0.187
C: 3.159 -5.576 2.918  -1.152
C: 2.347 -4.759 2.149  -0.344
C: 0.501 -3.046 0.506  -0.124
N: 0.160 -1.972 -0.346  0.178
C: -0.290 -2.517 -1.560  -0.068
C: -0.232 -1.834 -2.786  1.168
C: -0.679 -2.619 -3.961  0.004
C: -1.902 -3.285 -3.893  -0.379
C: -2.297 -3.967 -5.045  -0.917
C: -1.524 -4.036 -6.168  0.447
Cl: -2.058 -5.024 -7.479  -0.190
C: -0.237 -3.402 -6.235  -1.186
C: 0.142 -2.733 -5.112  -0.526
C: 0.118 -0.463 -2.920  0.913
C: 0.619 0.159 -4.110  -0.796
C: 0.941 1.436 -3.714  -1.597
C: 0.553 1.619 -2.362  0.551
N: 0.020 0.451 -1.889  -0.578
C: 0.484 2.911 -1.727  0.573
C: -0.041 3.081 -0.411  -0.217
C: -0.459 4.232 0.280  -1.526
C: -0.888 3.858 1.515  -1.067
C: -0.748 2.452 1.634  0.625
N: -0.103 1.989 0.485  0.753
C: 1.034 4.160 -2.444  0.198
C: 0.823 4.437 -3.801  -0.458
C: 1.400 5.535 -4.396  -0.970
C: 2.129 6.450 -3.626  0.519
Cl: 2.906 7.717 -4.397  -0.183
C: 2.257 6.256 -2.254  -0.966
C: 1.718 5.092 -1.666  -0.289
C: -0.325 -3.973 -1.399  -0.747
C: 0.132 -4.264 -0.120  -1.312
N: -0.177 -0.440 1.906  0.596
H: -3.472 4.551 5.757  0.296
H: -1.479 3.851 4.312  0.585
H: -3.575 0.491 2.912  0.486
H: -5.491 1.003 4.526  0.428
H: -1.529 -0.092 4.900  0.684
H: -0.299 -2.539 4.423  0.715
H: 2.017 -2.210 4.318  0.523
H: 3.530 -3.567 5.629  0.406
H: 3.565 -6.548 2.592  0.387
H: 2.191 -4.958 1.071  0.526
H: -2.442 -3.376 -2.993  0.733
H: -3.262 -4.476 -4.995  0.370
H: 0.341 -3.517 -7.116  0.485
H: 1.043 -2.189 -5.024  0.785
H: 0.585 -0.143 -5.167  0.549
H: 1.387 2.218 -4.324  0.886
H: -0.516 5.194 -0.137  0.810
H: -1.446 4.431 2.247  0.580
H: 0.248 3.743 -4.425  0.794
H: 1.281 5.836 -5.398  0.450
H: 2.965 6.765 -1.627  0.371
H: 1.807 4.944 -0.559  0.491
H: -0.676 -4.683 -2.146  0.613
H: 0.181 -5.282 0.302  0.616
F: 2.387 1.093 1.722  -0.174
B: 2.218 0.221 0.715  0.368
F: 3.257 -0.579 0.257  -0.231

Properties
HOMO (spin up / spin down)	-9.7 / -9.9	eV
multiplicity	4
LUMO level (spin up / spin down)	-0.169 / -0.174	hartree
expectation value of S²	4.229
net charge	+1

=====

Number 1: E -3178.48881 hartree. Number 2: E -5126.33408 hartree.